No. 1
{"formula": "C7H16N2", "method": "the ωB97M-V functional and the def2-TZVPD basis", "spin_multiplicity": 1, "gap_ev": 9.7, "largest_force_ha_per_bohr": 0.0608, "homo_energy_ev": -8.80, "e_above_lowest_kj_mol": 237.47, "species": ["C", "C", "C", "C", "C", "N", "H", "H", "H", "H", "H", "H", "H", "H", "H", "H", "H", "H", "N", "C", "C", "H", "H", "H", "H"], "coordinates": [[-2.062, 0.795, -0.627], [-1.383, -0.038, 0.153], [-1.699, -1.508, 0.208], [-0.165, 0.411, 0.916], [-0.175, -0.008, 2.380], [0.143, 1.775, 0.723], [-1.839, 1.849, -0.648], [-2.894, 0.451, -1.224], [-2.203, -1.754, 1.145], [-0.796, -2.116, 0.159], [-2.352, -1.796, -0.613], [0.770, -0.191, 0.314], [-0.321, -1.080, 2.498], [0.752, 0.287, 2.871], [-0.993, 0.497, 2.895], [0.754, 1.854, -0.163], [0.749, 2.116, 1.463], [2.900, 1.515, -0.486], [2.112, 1.194, -1.046], [1.951, -0.100, -1.011], [1.151, -0.731, -2.114], [2.752, -0.749, -0.628], [0.720, -1.675, -1.782], [1.789, -0.929, -2.976], [0.338, -0.069, -2.407]], "nbo_charge": [-0.405, 0.002, -0.648, -0.032, -0.618, -0.837, 0.220, 0.190, 0.217, 0.207, 0.219, 0.154, 0.216, 0.207, 0.217, 0.402, 0.353, 0.344, -0.677, 0.086, -0.669, 0.173, 0.211, 0.232, 0.238]}

=====

No. 2
{"formula": "C26H38BrLaN2O2SSi2Te", "method": "the ωB97M-V functional and the def2-TZVPD basis", "spin_multiplicity": 1, "gap_ev": 6.9, "largest_force_ha_per_bohr": 0.0488, "homo_energy_ev": -13.06, "e_above_lowest_kj_mol": 25.22, "charge": 2, "species": ["La", "Br", "C", "C", "C", "C", "O", "C", "C", "N", "C", "C", "C", "C", "C", "C", "C", "C", "N", "C", "C", "H", "H", "H", "H", "H", "H", "H", "H", "H", "H", "C", "S", "C", "O", "H", "H", "H", "H", "H", "H", "C", "Si", "C", "C", "C", "Te", "C", "Si", "C", "C", "C", "H", "H", "H", "H", "H", "H", "H", "H", "H", "H", "H", "H", "H", "H", "H", "H", "H", "H", "H", "H", "H", "H"], "coordinates": [[-0.082, 0.561, 0.313], [-5.036, 4.914, 3.840], [-3.483, 3.779, 3.796], [-3.566, 2.484, 4.299], [-2.645, 1.523, 3.902], [-1.639, 1.793, 2.949], [-0.938, 0.823, 2.339], [-1.432, 3.148, 2.623], [-0.357, 3.573, 1.819], [0.406, 2.799, 1.062], [1.378, 3.362, 0.254], [1.380, 4.735, -0.117], [2.546, 5.292, -0.631], [3.668, 4.499, -0.845], [3.612, 3.100, -0.641], [4.666, 2.229, -0.825], [4.570, 0.883, -0.551], [3.376, 0.375, -0.073], [2.319, 1.150, 0.031], [2.410, 2.493, -0.161], [-2.320, 4.155, 3.102], [-4.363, 2.153, 4.944], [-2.748, 0.483, 4.133], [-0.145, 4.611, 1.874], [0.538, 5.416, 0.073], [2.612, 6.374, -0.832], [4.565, 4.980, -1.205], [5.594, 2.651, -1.208], [5.466, 0.285, -0.730], [3.266, -0.686, 0.190], [-2.191, 5.222, 2.935], [-4.117, 1.542, -0.845], [-2.651, 2.413, -1.281], [-2.891, 2.567, -3.034], [-1.565, 1.223, -1.335], [-4.125, 0.577, -1.386], [-5.006, 2.183, -1.049], [-4.085, 1.403, 0.258], [-3.501, 3.487, -3.225], [-3.464, 1.702, -3.364], [-1.922, 2.670, -3.546], [2.153, -3.861, 1.216], [0.486, -4.028, 2.020], [0.028, -2.499, 3.088], [0.507, -5.565, 3.166], [-0.820, -4.311, 0.688], [-1.666, -2.476, -0.259], [-1.502, -3.102, -2.377], [0.156, -2.605, -3.147], [-0.108, -1.944, -4.864], [1.343, -4.069, -3.076], [0.908, -1.167, -2.187], [2.975, -3.859, 1.929], [2.248, -2.928, 0.662], [2.369, -4.655, 0.470], [0.949, -2.051, 3.561], [-0.660, -2.927, 3.833], [-0.515, -1.740, 2.514], [1.464, -5.587, 3.774], [0.491, -6.542, 2.603], [-0.392, -5.450, 3.811], [-1.663, -4.859, 1.147], [-0.439, -4.867, -0.171], [-2.326, -2.571, -2.890], [-1.701, -4.186, -2.363], [-0.539, -2.709, -5.495], [0.862, -1.606, -5.347], [-0.808, -1.084, -4.846], [0.939, -4.924, -3.642], [1.539, -4.349, -2.004], [2.342, -3.813, -3.503], [0.251, -0.288, -2.271], [1.849, -0.882, -2.728], [1.180, -1.421, -1.160]], "lowdin_charge": [1.893, 0.751, -0.651, -0.086, 0.015, -0.319, -0.360, -0.158, -0.029, -0.082, -0.228, 0.012, -0.043, 0.013, -0.140, 0.026, -0.011, -0.111, -0.075, -0.173, -0.039, 0.118, 0.120, 0.123, 0.125, 0.132, 0.126, 0.141, 0.130, 0.120, 0.119, -0.241, 0.952, -0.230, -0.789, 0.083, 0.098, 0.075, 0.091, 0.069, 0.081, -0.185, 0.413, -0.181, -0.181, -0.510, 1.140, -0.517, 0.393, -0.180, -0.166, -0.278, 0.040, -0.009, 0.049, 0.062, 0.039, -0.053, 0.055, 0.051, 0.034, 0.020, 0.005, 0.009, 0.022, 0.034, 0.067, 0.039, 0.045, 0.030, 0.050, -0.008, 0.070, -0.047]}

=====

No. 3
{"formula": "C9H8ClNO2", "method": "the ωB97M-V functional and the def2-TZVPD basis", "spin_multiplicity": 1, "gap_ev": 8.8, "largest_force_ha_per_bohr": 0.0961, "homo_energy_ev": -9.66, "e_above_lowest_kj_mol": 395.61, "species": ["O", "N", "O", "C", "C", "C", "Cl", "C", "C", "C", "C", "C", "C", "H", "H", "H", "H", "H", "H", "H", "H"], "coordinates": [[-4.726, -1.365, -0.714], [-3.833, -0.877, -0.027], [-3.823, -0.901, 1.179], [-2.795, -0.153, -0.652], [-1.714, 0.324, -0.033], [-0.597, 1.163, -0.525], [-0.835, 2.813, 0.028], [0.758, 0.600, -0.087], [1.709, 1.189, 0.763], [2.879, 0.420, 1.079], [2.987, -0.872, 0.604], [2.109, -1.344, -0.351], [1.010, -0.673, -0.673], [-2.767, -0.150, -1.815], [-1.671, 0.343, 1.076], [-0.453, 1.402, -1.656], [1.637, 2.079, 1.488], [3.634, 0.752, 1.658], [3.812, -1.478, 1.010], [2.292, -2.302, -0.909], [0.388, -0.968, -1.444]], "nbo_charge": [-0.369, 0.495, -0.366, -0.121, -0.115, -0.275, -0.011, -0.042, -0.220, -0.183, -0.204, -0.200, -0.210, 0.231, 0.245, 0.250, 0.245, 0.206, 0.217, 0.219, 0.209]}

=====

No. 4
{"formula": "C6H15OPS", "method": "the ωB97M-V functional and the def2-TZVPD basis", "spin_multiplicity": 1, "gap_ev": 9.5, "largest_force_ha_per_bohr": 0.0753, "homo_energy_ev": -8.73, "e_above_lowest_kj_mol": 175.86, "species": ["C", "C", "C", "C", "P", "O", "S", "C", "C", "H", "H", "H", "H", "H", "H", "H", "H", "H", "H", "H", "H", "H", "H", "H"], "coordinates": [[-2.063, -0.567, 0.805], [-1.077, -1.353, -0.073], [0.424, -1.305, 0.193], [1.107, -1.900, -1.024], [1.229, 0.541, 0.159], [0.685, 1.051, 1.654], [3.179, 0.676, 0.101], [0.172, 1.614, -0.938], [0.614, 1.429, -2.430], [-2.920, -0.144, 0.190], [-2.570, -1.189, 1.623], [-1.571, 0.263, 1.267], [-1.101, -0.942, -1.054], [-1.348, -2.364, 0.065], [0.672, -1.757, 1.164], [0.871, -2.930, -1.139], [0.830, -1.434, -1.942], [2.202, -1.837, -0.905], [0.809, 0.531, 2.400], [-0.965, 1.446, -0.861], [0.353, 2.642, -0.791], [1.638, 1.655, -2.537], [0.555, 0.363, -2.532], [0.042, 2.035, -3.181]], "nbo_charge": [-0.626, -0.424, -0.436, -0.638, 1.488, -1.009, -0.557, -0.765, -0.605, 0.212, 0.209, 0.223, 0.199, 0.217, 0.224, 0.211, 0.202, 0.240, 0.498, 0.246, 0.249, 0.225, 0.195, 0.222]}

=====

No. 5
{"formula": "C12H12O5S", "method": "the ωB97M-V functional and the def2-TZVPD basis", "spin_multiplicity": 1, "gap_ev": 8.6, "largest_force_ha_per_bohr": 0.0537, "homo_energy_ev": -8.32, "e_above_lowest_kj_mol": 0.00, "species": ["C", "O", "C", "C", "C", "S", "C", "C", "C", "C", "O", "O", "O", "C", "C", "C", "O", "C", "H", "H", "H", "H", "H", "H", "H", "H", "H", "H", "H", "H"], "coordinates": [[-2.062, 3.050, -2.424], [-1.152, 1.982, -2.674], [-0.728, 1.213, -1.575], [-1.518, 1.045, -0.428], [-1.118, 0.204, 0.610], [-2.115, -0.244, 1.939], [-0.868, -1.339, 2.570], [-1.054, -2.059, 3.938], [0.202, -1.449, 1.696], [1.361, -2.388, 1.886], [1.176, -3.463, 2.468], [2.541, -2.093, 1.279], [3.449, -3.244, 1.352], [0.056, -0.542, 0.541], [0.854, -0.403, -0.604], [0.490, 0.486, -1.650], [1.385, 0.567, -2.679], [1.668, 1.882, -3.148], [-3.038, 2.640, -2.295], [-1.777, 3.548, -1.494], [-2.054, 3.839, -3.200], [-2.496, 1.519, -0.299], [-1.643, -1.437, 4.646], [-1.539, -3.023, 3.821], [-0.084, -2.232, 4.388], [3.107, -3.877, 2.035], [1.771, -0.969, -0.700], [2.697, 2.008, -3.391], [1.408, 2.700, -2.508], [1.079, 2.079, -4.096]], "nbo_charge": [-0.249, -0.513, 0.240, -0.270, -0.227, 0.415, -0.061, -0.643, -0.232, 0.754, -0.617, -0.240, -0.414, 0.011, -0.238, 0.265, -0.499, -0.250, 0.176, 0.178, 0.202, 0.224, 0.223, 0.240, 0.240, 0.489, 0.242, 0.188, 0.181, 0.183]}